Entry from OMol25: a molecular structure, C50H59ClN3O4P3SY (wB97M-V/def2-TZVPD).

```
122
C50H59ClN3O4P3SY, DFT wB97M-V/def2-TZVPD
Y 1.21 0.49 -0.67
C -6.83 1.16 -1.56
S -6.48 -0.55 -2.03
C -5.96 -1.23 -0.43
C -4.46 -1.49 -0.30
C -3.67 -0.20 -0.52
N -2.19 -0.32 -0.55
P -1.22 -0.54 0.84
C -1.99 -1.82 1.87
C -2.95 -1.56 2.84
C -3.56 -2.60 3.52
C -3.20 -3.92 3.23
C -2.23 -4.19 2.28
C -1.63 -3.14 1.60
C -1.40 0.96 1.87
C -2.14 2.09 1.52
C -2.22 3.17 2.39
C -1.55 3.14 3.60
C -0.77 2.04 3.94
C -0.70 0.95 3.08
P -1.31 -0.87 -1.93
C -2.15 -2.29 -2.66
C -1.71 -3.56 -2.27
C -2.37 -4.69 -2.73
C -3.46 -4.56 -3.58
C -3.89 -3.30 -3.98
C -3.23 -2.16 -3.53
C -1.59 0.43 -3.17
C -1.14 0.19 -4.47
C -1.30 1.14 -5.46
C -1.91 2.35 -5.16
C -2.35 2.61 -3.88
C -2.18 1.66 -2.88
H -7.20 1.66 -2.45
H -5.93 1.67 -1.21
H -7.60 1.20 -0.79
H -6.49 -2.17 -0.31
H -6.31 -0.55 0.35
H -4.16 -2.25 -1.02
H -4.26 -1.89 0.70
H -3.94 0.50 0.28
H -3.99 0.25 -1.46
H -3.23 -0.54 3.07
H -4.30 -2.40 4.27
H -3.68 -4.73 3.77
H -1.95 -5.21 2.07
H -0.87 -3.35 0.85
H -2.65 2.14 0.57
H -2.81 4.03 2.11
H -1.62 3.98 4.28
H -0.23 2.02 4.87
H -0.10 0.09 3.35
H -0.86 -3.65 -1.62
H -2.02 -5.67 -2.44
H -3.97 -5.44 -3.94
H -4.74 -3.20 -4.65
H -3.58 -1.19 -3.84
H -0.68 -0.76 -4.70
H -0.94 0.94 -6.46
H -2.05 3.09 -5.94
H -2.84 3.55 -3.65
H -2.52 1.87 -1.87
Cl 3.00 -6.07 -3.21
C 2.70 -4.36 -3.07
C 2.16 -3.66 -4.13
C 1.94 -2.30 -4.02
C 2.25 -1.60 -2.85
C 2.07 -0.11 -2.77
C 2.79 -2.33 -1.79
C 3.02 -3.70 -1.89
H 1.92 -4.19 -5.05
H 1.53 -1.76 -4.87
H 1.56 0.25 -3.66
H 3.07 0.36 -2.76
H 3.09 -1.83 -0.87
H 3.46 -4.26 -1.07
N 1.12 4.34 1.69
C 1.39 3.10 1.24
N 0.89 2.88 0.04
C 0.26 4.07 -0.32
C -0.42 4.41 -1.49
C -0.99 5.67 -1.55
C -0.88 6.58 -0.49
C -0.18 6.26 0.66
C 0.39 4.99 0.71
H 1.38 4.70 2.60
H 1.93 2.38 1.84
H -0.49 3.72 -2.32
H -1.52 5.97 -2.45
H -1.35 7.55 -0.57
H -0.08 6.97 1.48
C 3.74 -3.37 1.75
C 4.34 -2.16 2.44
C 3.56 -1.79 3.68
C 5.80 -2.41 2.77
O 4.33 -1.09 1.43
P 3.35 0.12 1.28
O 3.49 0.70 -0.11
O 1.90 -0.28 1.47
O 3.70 1.18 2.40
C 4.86 2.07 2.50
C 4.99 2.94 1.27
C 6.13 1.25 2.72
C 4.56 2.91 3.73
H 3.73 -4.22 2.42
H 4.32 -3.63 0.86
H 2.71 -3.15 1.44
H 3.71 -2.56 4.43
H 2.49 -1.70 3.47
H 3.90 -0.84 4.09
H 5.90 -3.36 3.30
H 6.20 -1.62 3.41
H 6.40 -2.45 1.86
H 5.22 2.36 0.38
H 5.80 3.66 1.43
H 4.07 3.51 1.07
H 6.28 0.54 1.91
H 6.08 0.71 3.66
H 6.99 1.93 2.75
H 3.69 3.54 3.56
H 5.41 3.55 3.96
H 4.36 2.27 4.59
```

Calculated values
LUMO level	-2.01	eV
energy relative to the best compared isomer or geometry (same formula, charge and spin)	18.5	kcal per mole
frontier orbital gap	7.5770	eV
total charge	+1

Here are the Löwdin charges for atoms 1 to 8, given in e: Y 1.431; C -0.414; S 0.807; C -0.471; C -0.234; C -0.256; N -0.460; P 0.947

Entry from OMol25: a molecular structure, C4H3ClF4O at a distorted geometry (wB97M-V/def2-TZVPD).

```
13
C4H3ClF4O, DFT wB97M-V/def2-TZVPD
C -1.01 -0.01 2.15
C 0.77 -0.16 -1.73
C -0.48 0.69 0.30
C 0.50 -0.29 -0.22
O -0.65 0.56 3.07
F -1.64 0.68 -0.42
F -0.12 1.98 0.49
F 1.67 -0.03 0.54
F 0.17 -1.53 0.11
Cl -2.06 -1.29 1.86
H -0.09 -0.50 -2.25
H 1.76 -0.85 -2.02
H 1.18 0.74 -1.89
```

Calculated values
LUMO level	0.58	eV
energy relative to the best compared isomer or geometry (same formula, charge and spin)	32.8	kcal per mole
frontier orbital gap	10.4173	eV

Here are the natural (NBO) charges for atoms 1 to 8, given in e: C 0.465; C -0.655; C 0.590; C 0.596; O -0.453; F -0.335; F -0.306; F -0.348

Entry from OMol25: a molecular structure, C30H28AsAuN3S at a distorted geometry (wB97M-V/def2-TZVPD).

```
64
C30H28AsAuN3S, DFT wB97M-V/def2-TZVPD
Au 0.17 -0.11 0.06
N -1.15 1.48 -1.18
C -0.53 2.80 -1.33
C -0.47 3.58 -0.02
C 0.45 3.00 1.05
N -0.08 1.78 1.65
H -1.24 1.04 -2.09
H -2.08 1.56 -0.77
H -1.09 3.40 -2.06
H 0.48 2.64 -1.71
H -1.48 3.68 0.39
H -0.12 4.58 -0.26
H 0.60 3.77 1.82
H 1.42 2.76 0.61
H -1.04 1.93 1.96
H 0.47 1.53 2.46
S 1.31 -2.08 1.30
C 0.14 -2.75 2.38
C 0.64 -3.58 3.40
C -0.22 -4.18 4.30
C -1.59 -3.96 4.20
C -2.09 -3.15 3.20
C -1.25 -2.54 2.27
As -1.95 -1.37 0.90
C -3.87 -1.48 1.28
C -4.63 -2.53 0.77
C -5.97 -2.65 1.11
C -6.55 -1.73 1.96
C -5.80 -0.68 2.47
C -4.47 -0.56 2.13
C -1.87 -2.42 -0.73
C -2.55 -1.90 -1.83
C -2.52 -2.55 -3.04
C -1.78 -3.72 -3.17
C -1.10 -4.24 -2.09
C -1.14 -3.60 -0.86
H 1.70 -3.73 3.47
H 0.18 -4.81 5.08
H -2.27 -4.44 4.89
H -3.16 -2.99 3.13
H -4.17 -3.26 0.11
H -6.55 -3.47 0.71
H -7.59 -1.84 2.24
H -6.26 0.03 3.14
H -3.87 0.26 2.53
H -3.12 -0.98 -1.71
H -3.05 -2.15 -3.89
H -1.75 -4.23 -4.13
H -0.54 -5.16 -2.19
H -0.61 -4.01 -0.02
N 8.39 3.70 -3.99
C 7.47 3.16 -3.57
C 6.32 2.54 -3.04
C 5.57 3.24 -2.08
C 4.43 2.67 -1.56
C 4.02 1.40 -1.98
C 4.77 0.71 -2.95
C 5.91 1.28 -3.47
C 2.85 0.85 -1.42
C 1.83 0.43 -0.92
H 5.89 4.22 -1.78
H 3.84 3.20 -0.82
H 4.44 -0.26 -3.28
H 6.48 0.76 -4.23
```

Calculated values
LUMO level	-5.30	eV
frontier orbital gap	5.6083	eV
total charge	+1

Here are the natural (NBO) charges for atoms 1 to 8, given in e: Au 1.033; N -0.816; C -0.233; C -0.421; C -0.228; N -0.891; H 0.407; H 0.388

Entry from OMol25: a single C5H10IP molecule at a distorted geometry (wB97M-V/def2-TZVPD).

```
17
C5H10IP, DFT wB97M-V/def2-TZVPD
C 0.48 -0.95 0.80
C 0.60 0.60 0.94
C -0.62 -1.19 -0.30
C 0.24 1.15 -0.42
C -0.95 0.19 -0.78
P -2.55 0.57 -0.82
I -4.31 0.37 0.91
H 1.47 -1.20 0.52
H 0.28 -1.29 1.83
H -0.16 0.87 1.73
H 1.66 0.87 1.29
H -0.11 -1.66 -1.06
H -1.47 -1.75 0.01
H -0.02 2.24 -0.41
H 1.14 0.80 -1.09
H -3.19 -0.38 -1.67
H -2.47 1.92 -1.00
```

Calculated values
LUMO level	0.25	eV
energy relative to the best compared isomer or geometry (same formula, charge and spin)	28.3	kcal per mole
frontier orbital gap	7.8709	eV
SMILES	I[PH2]=C1CCCC1

Here are the natural (NBO) charges for atoms 1 to 8, given in e: C -0.402; C -0.393; C -0.450; C -0.419; C -0.557; P 0.800; I -0.291; H 0.199

Entry from OMol25: 2 unconnected molecules or ions with the total composition C3H12N2OS (wB97M-V/def2-TZVPD).

```
19
C3H12N2OS, DFT wB97M-V/def2-TZVPD
N 1.48 -0.05 -0.09
C 0.29 -0.35 -0.87
C 0.04 -1.85 -0.91
S 1.26 -2.67 -2.01
C -0.94 0.41 -0.33
N -0.91 1.78 -0.81
H 2.21 -0.70 -0.37
H 0.52 -3.74 -2.25
H 1.82 0.87 -0.34
H 0.35 0.00 -1.91
H -0.94 -2.08 -1.30
H 0.14 -2.27 0.10
H -1.83 -0.15 -0.62
H -0.83 0.42 0.75
H -1.39 1.87 -1.71
H -1.41 2.39 -0.17
H -0.39 2.57 3.87
H 0.51 1.38 4.34
O 0.03 2.17 4.64
```

Calculated values
LUMO level	0.69	eV
energy relative to the best compared isomer or geometry (same formula, charge and spin)	9.3	kcal per mole
frontier orbital gap	9.8332	eV
SMILES	NC[C@@H](N)CS.O

Here are the natural (NBO) charges for atoms 1 to 8, given in e: N -0.837; C -0.073; C -0.505; S -0.068; C -0.219; N -0.840; H 0.358; H 0.128

Entry from OMol25: a molecular structure, C49H47Cl3CrN4O3STe at a distorted geometry (wB97M-V/def2-TZVPD).

```
109
C49H47Cl3CrN4O3STe, DFT wB97M-V/def2-TZVPD
Cr -0.79 -1.07 -0.28
C 1.43 5.30 -2.51
C 1.06 4.05 -1.65
C 0.57 4.20 -0.33
C 0.11 3.08 0.36
C -0.45 3.17 1.73
O -1.53 2.71 2.08
C 0.42 3.82 2.72
C 1.77 4.03 2.47
C 2.66 4.21 3.56
C 2.13 4.40 4.83
C 0.76 4.23 5.11
C -0.09 3.92 4.04
C 0.18 1.79 -0.24
O -0.31 0.75 0.37
C 0.93 1.64 -1.42
C 1.29 2.78 -2.20
C 1.26 0.36 -2.02
N 0.46 -0.70 -1.91
C 0.67 -1.86 -2.71
C 1.49 -2.98 -1.94
Te 2.96 -2.32 -0.41
C 1.97 -2.50 1.45
C 1.59 -3.88 1.96
C 0.00 -3.81 3.43
C -0.43 -2.65 4.21
C -0.11 -1.40 3.82
C 2.23 -1.50 2.58
C 2.54 0.41 -2.78
C 2.76 -0.02 -4.15
C 3.96 0.07 -4.76
C 5.08 0.50 -4.07
C 4.97 0.82 -2.75
C 3.71 0.81 -2.11
H 2.43 5.72 -2.29
H 0.70 6.17 -2.39
H 1.47 4.93 -3.49
H 0.48 5.19 0.19
H 2.19 4.00 1.50
H 3.75 4.25 3.37
H 2.86 4.74 5.59
H 0.34 4.45 6.11
H -1.19 3.72 4.20
H 1.57 2.75 -3.28
H 1.11 -1.64 -3.69
H -0.27 -2.32 -2.90
H 2.15 -3.44 -2.72
H 0.78 -3.66 -1.66
H 1.87 -4.74 1.34
H -0.67 -4.67 3.46
H -0.99 -2.75 5.13
H -0.56 -0.53 4.34
H 2.72 -0.57 2.35
H 1.94 -0.22 -4.82
H 3.98 -0.20 -5.80
H 6.02 0.53 -4.60
H 5.79 1.22 -2.23
H 3.61 1.12 -1.01
N 3.97 -3.32 6.18
C 3.10 -4.07 5.44
S 2.84 -5.69 5.85
C 2.52 -3.38 4.23
C 2.79 -2.09 3.86
C 0.70 -1.16 2.60
N 0.36 -2.06 1.43
C 0.09 -3.48 1.87
C 1.60 -4.18 3.41
H 4.20 -3.77 7.07
H 4.62 -2.78 5.64
H 3.50 -1.48 4.42
H 0.48 -0.13 2.18
H -0.54 -4.14 1.26
H 1.70 -5.24 3.61
C -5.10 -0.72 0.21
C -4.19 0.43 0.65
C -3.20 -0.22 1.68
C -3.57 1.23 -0.55
C -3.57 2.63 -0.51
C -3.60 3.39 -1.72
C -3.55 2.73 -2.92
C -3.37 1.34 -2.96
C -3.22 0.67 -4.35
C -3.65 -0.80 -4.34
C -1.69 0.59 -4.73
C -3.05 0.62 -1.73
O -2.21 -0.33 -1.59
H -5.80 -0.95 1.00
H -4.64 -1.64 -0.11
H -5.61 -0.22 -0.65
H -4.78 1.16 1.20
H -2.39 -0.67 1.09
H -3.76 -0.94 2.31
H -2.75 0.52 2.38
H -3.77 3.21 0.41
H -3.53 4.46 -1.65
H -3.68 3.31 -3.82
H -3.83 1.31 -5.06
H -2.89 -1.39 -3.81
H -3.75 -1.28 -5.32
H -4.54 -0.93 -3.71
H -1.12 0.06 -3.96
H -1.34 1.64 -4.78
H -1.55 0.06 -5.68
Cl -2.33 -5.04 -3.40
C -2.74 -5.13 -1.70
Cl -4.54 -5.04 -1.41
Cl -2.10 -6.57 -0.97
C -2.26 -3.90 -1.06
N -1.61 -3.00 -0.68
```

Calculated values
2S+1	5
LUMO level (spin up / spin down)	-0.75 / -0.75	eV
⟨S²⟩	6.015
frontier orbital gap (spin up / spin down)	5.1089 / 5.1575	eV

Here are the Löwdin charges for atoms 1 to 8, given in e: Cr 0.687; C -0.050; C -0.229; C 0.005; C -0.084; C -0.305; O 0.092; C -0.149

Entry from OMol25: a gas-phase ion, C5H10N7 (charge +1) at a distorted geometry (wB97M-V/def2-TZVPD).

```
22
C5H10N7, DFT wB97M-V/def2-TZVPD
C 3.92 0.45 -0.14
C 1.72 0.23 0.18
C 2.30 -0.99 -0.10
C 0.32 0.56 0.29
C -1.85 -0.44 0.04
N 3.67 -0.79 -0.31
N 2.76 1.14 0.18
N 1.82 -2.24 -0.30
N -0.61 -0.36 0.42
N -0.09 1.87 0.30
N -2.35 0.26 -1.00
N -2.65 -1.28 0.73
H 4.85 1.02 -0.33
H 2.76 2.10 0.58
H 2.49 -2.93 -0.58
H 0.94 -2.52 0.02
H 0.35 2.76 0.10
H -1.09 2.12 0.56
H -1.60 0.78 -1.48
H -3.19 -0.01 -1.55
H -3.43 -1.71 0.32
H -2.59 -1.65 1.65
```

Calculated values
LUMO level (spin up / spin down)	-3.54 / -3.54	eV
energy relative to the best compared isomer or geometry (same formula, charge and spin)	0.0	kcal per mole
frontier orbital gap (spin up / spin down)	8.0336 / 8.0330	eV
total charge	+1
SMILES	NC(=[NH2+])/N=C(\N)c1[nH]cnc1N

Here are the natural (NBO) charges for atoms 1 to 8, given in e: C 0.266; C -0.113; C 0.412; C 0.529; C 0.661; N -0.482; N -0.543; N -0.757

Entry from OMol25: 12 unconnected molecules or ions with the total composition C38H51N11O8S at a distorted geometry (wB97M-V/def2-TZVPD).

```
109
C38H51N11O8S, DFT wB97M-V/def2-TZVPD
S 0.13 -0.17 -0.19
O -0.71 -0.98 -1.08
O 0.38 -1.04 0.98
O 1.35 0.17 -0.81
O -0.50 1.05 0.24
N -1.00 2.64 -1.76
C -2.09 3.44 -2.13
C -2.05 3.72 -3.58
C -0.79 3.02 -4.10
C -0.21 2.35 -2.92
H -0.85 2.21 -0.84
H -2.87 3.78 -1.42
H -2.84 4.34 -4.16
H -0.27 2.96 -4.98
H 0.57 1.61 -2.72
N -0.73 -1.88 3.19
C -1.02 -1.00 4.21
C -1.60 -1.76 5.36
C -1.39 -3.20 4.97
C -0.89 -3.16 3.50
H -0.34 -1.41 2.27
H -1.13 0.05 3.83
H -1.87 -1.62 6.33
H -1.65 -4.07 5.51
H -0.61 -3.88 2.84
N -0.19 -3.42 -1.49
C 0.45 -4.13 -0.45
C 0.68 -5.61 -0.93
C 0.08 -5.56 -2.36
C -0.41 -4.15 -2.64
H -0.54 -2.39 -1.40
H 0.83 -3.64 0.41
H 1.23 -6.42 -0.65
H 0.13 -6.36 -2.98
H -0.88 -3.55 -3.45
N -2.96 1.36 0.92
C -4.07 1.27 -0.05
C -5.27 1.40 0.81
C -4.86 1.62 2.18
C -3.36 1.65 2.18
H -1.91 1.45 0.78
H -3.81 1.21 -1.13
H -6.30 1.40 0.26
H -5.45 1.64 3.11
H -2.54 1.65 2.93
N 0.36 1.89 2.72
C 1.43 1.44 3.55
C 1.58 2.34 4.75
C 0.44 3.38 4.61
C -0.25 3.04 3.24
H 0.08 1.60 1.89
H 2.23 0.75 3.15
H 2.30 2.37 5.60
H 0.07 4.24 5.31
H -1.03 3.48 2.67
N 2.83 -1.79 1.74
C 3.20 -2.52 2.88
C 4.76 -2.65 3.00
C 5.11 -1.74 1.77
C 3.90 -1.16 1.00
H 1.76 -1.61 1.58
H 2.46 -2.72 3.67
H 5.45 -3.05 3.64
H 6.22 -1.59 1.50
H 3.76 -0.66 0.02
N -2.89 -1.05 -2.55
C -3.55 -2.27 -2.71
C -4.70 -2.06 -3.71
C -4.73 -0.61 -3.95
C -3.40 -0.12 -3.40
H -2.01 -1.03 -2.04
H -3.27 -3.15 -2.11
H -5.36 -2.97 -3.99
H -5.33 -0.11 -4.81
H -3.01 0.79 -3.27
N 2.89 -0.90 -2.57
C 2.46 -2.08 -3.20
C 3.59 -2.48 -4.21
C 4.59 -1.41 -4.08
C 4.24 -0.50 -2.93
H 2.25 -0.50 -2.02
H 1.42 -2.45 -3.22
H 3.54 -3.35 -4.90
H 5.44 -1.54 -4.70
H 4.63 0.53 -2.39
N 3.24 2.05 -0.68
C 3.69 2.72 -1.82
C 4.80 3.63 -1.32
C 4.68 3.60 0.17
C 3.66 2.61 0.54
H 2.48 1.31 -0.58
H 3.25 2.65 -2.92
H 5.70 4.28 -1.84
H 5.48 4.11 0.78
H 3.53 2.22 1.39
C -2.90 -2.06 0.80
N -4.31 -2.57 0.69
O -5.13 -1.90 1.26
O -4.54 -3.76 0.27
H -2.27 -2.73 0.78
H -2.87 -1.65 1.78
H -2.87 -1.53 -0.14
C 0.93 4.29 0.23
N -0.25 5.15 -0.08
O -0.11 6.30 -0.64
O -1.34 4.84 0.43
H 1.72 4.01 -0.46
H 0.81 3.19 0.33
H 1.30 4.89 0.95
```

Calculated values
LUMO level	3.82	eV
energy relative to the best compared isomer or geometry (same formula, charge and spin)	10.8	kcal per mole
frontier orbital gap	7.2152	eV
total charge	-2

Here are the Löwdin charges for atoms 1 to 8, given in e: S 0.339; O -0.334; O -0.353; O -0.325; O -0.364; N 0.004; C -0.155; C -0.089